(1)
Here is one molecule with the formula C14H15ClN4O4 in a non-equilibrium geometry from OMol25. Energies are from ωB97M-V with the def2-TZVPD basis set.

The SMILES is CCOC(=O)c1cn(CC(=O)Nc2cc(Cl)ccc2OC)nn1. The molar mass is 338.75 g/mol. Its HOMO energy is -8.697 eV. The calculation puts the lowest unoccupied orbital energy at 0.581 eV. The orbital gap is 9.28 eV.

Last column: Löwdin charge in e.
CARTESIAN COORDINATES (ANGSTROEM)
C (5.465, -1.062, -0.894)  -0.060
C (4.879, -2.453, -1.093)  -0.214
O (3.461, -2.453, -0.921)  -0.026
C (2.725, -2.089, -1.990)  -0.459
O (3.188, -1.778, -3.053)  0.134
C (1.297, -2.128, -1.645)  -0.181
C (0.689, -2.658, -0.515)  0.036
N (-0.617, -2.405, -0.692)  -0.121
C (-1.703, -2.568, 0.227)  -0.021
C (-1.849, -1.244, 1.018)  -0.469
O (-1.771, -1.200, 2.219)  0.104
N (-2.065, -0.190, 0.200)  0.131
C (-1.746, 1.126, 0.637)  -0.157
C (-2.732, 2.057, 0.886)  -0.024
C (-2.372, 3.326, 1.318)  -0.676
Cl (-3.600, 4.499, 1.626)  0.671
C (-1.042, 3.654, 1.504)  -0.097
C (-0.053, 2.717, 1.256)  -0.004
C (-0.388, 1.442, 0.820)  -0.205
O (0.487, 0.442, 0.533)  -0.081
C (1.865, 0.679, 0.717)  -0.057
N (-0.797, -1.745, -1.841)  0.035
N (0.326, -1.586, -2.415)  0.105
H (6.546, -1.108, -0.989)  0.078
H (5.074, -0.384, -1.648)  0.077
H (5.211, -0.681, 0.093)  0.073
H (5.111, -2.819, -2.099)  0.123
H (5.255, -3.152, -0.344)  0.124
H (1.086, -3.167, 0.337)  0.141
H (-1.497, -3.381, 0.923)  0.137
H (-2.618, -2.769, -0.336)  0.136
H (-1.997, -0.357, -0.801)  0.127
H (-3.767, 1.791, 0.748)  0.119
H (-0.772, 4.642, 1.844)  0.108
H (0.978, 2.995, 1.408)  0.108
H (2.360, -0.254, 0.451)  0.077
H (2.089, 0.926, 1.759)  0.103
H (2.222, 1.478, 0.060)  0.104



(2)
Here is C10H24F30LiN5O32S10 as an isolated structure in a non-equilibrium geometry from OMol25. Energies are from ωB97M-V with the def2-TZVPD basis set.

The molar mass is 1623.86 g/mol. Its HOMO energy is -2.028 eV. Its total charge is -4. The calculation puts the lowest unoccupied orbital energy at 5.235 eV. The orbital gap is 7.26 eV.

Last column: Löwdin charge in e.
CARTESIAN COORDINATES (ANGSTROEM)
Li (-1.216, -1.834, 2.082)  0.706
C (-0.816, 4.209, 5.586)  -0.572
F (-1.271, 3.343, 4.618)  0.083
F (-1.355, 3.867, 6.774)  0.083
F (0.510, 4.091, 5.626)  0.141
S (-1.483, 6.048, 5.224)  0.700
O (-0.430, 6.673, 4.397)  -0.342
O (-2.784, 5.919, 4.587)  -0.319
N (-1.327, 6.819, 6.823)  -0.308
S (-2.819, 6.782, 7.419)  0.595
O (-3.774, 7.648, 6.699)  -0.351
O (-3.211, 5.397, 7.782)  -0.364
C (-2.593, 7.692, 9.109)  -0.708
F (-3.789, 7.864, 9.728)  0.091
F (-1.820, 7.083, 9.928)  0.171
F (-2.110, 8.908, 8.876)  0.115
C (0.182, -1.414, -1.798)  -0.620
F (-0.093, -1.296, -3.080)  0.151
F (0.404, -2.743, -1.598)  0.132
F (1.289, -0.717, -1.584)  0.139
S (-1.247, -0.739, -0.731)  0.763
O (-1.666, 0.474, -1.435)  -0.289
O (-2.244, -1.821, -0.669)  -0.304
N (-0.409, -0.480, 0.764)  -0.388
S (0.063, 0.991, 0.828)  0.629
O (0.784, 1.099, 2.078)  -0.276
O (0.673, 1.580, -0.384)  -0.270
C (-1.618, 1.895, 1.196)  -0.583
F (-2.501, 1.059, 1.798)  0.092
F (-1.477, 2.843, 2.080)  0.159
F (-2.245, 2.419, 0.089)  0.082
C (-0.074, -6.016, -7.828)  -0.619
F (-0.275, -4.709, -7.612)  0.104
F (-1.075, -6.499, -8.558)  0.134
F (1.177, -6.151, -8.438)  0.075
S (-0.004, -6.739, -6.097)  0.724
O (-0.114, -8.167, -6.338)  -0.337
O (1.311, -6.299, -5.549)  -0.319
N (-1.493, -6.125, -5.282)  -0.293
S (-1.070, -4.970, -4.331)  0.577
O (-0.521, -5.503, -3.064)  -0.311
O (-0.396, -3.791, -4.909)  -0.341
C (-2.837, -4.337, -3.837)  -0.596
F (-2.802, -3.370, -2.882)  0.091
F (-3.438, -3.843, -4.933)  0.102
F (-3.621, -5.290, -3.287)  0.106
C (0.878, 4.979, 1.003)  -0.608
F (0.084, 5.785, 1.776)  0.108
F (1.203, 3.877, 1.636)  0.148
F (0.150, 4.666, -0.098)  0.096
S (2.514, 5.819, 0.455)  0.699
O (2.970, 6.702, 1.533)  -0.343
O (3.501, 4.781, 0.128)  -0.320
N (2.138, 6.838, -0.899)  -0.315
S (3.525, 7.416, -1.381)  0.557
O (4.709, 7.347, -0.517)  -0.341
O (3.790, 7.116, -2.784)  -0.356
C (3.028, 9.333, -1.419)  -0.596
F (2.775, 9.508, -0.137)  0.112
F (4.118, 10.078, -1.794)  0.077
F (1.921, 9.510, -2.210)  0.083
C (2.926, -4.817, -1.425)  -0.626
F (2.336, -4.795, -2.665)  0.095
F (4.036, -5.413, -1.623)  0.175
F (3.127, -3.581, -0.926)  0.108
S (1.909, -5.856, -0.053)  0.676
O (0.586, -5.243, 0.271)  -0.341
O (1.862, -7.144, -0.655)  -0.295
N (2.862, -5.453, 1.322)  -0.285
S (2.775, -6.821, 2.014)  0.510
O (1.443, -6.999, 2.556)  -0.341
O (3.342, -7.949, 1.285)  -0.347
C (3.889, -6.667, 3.689)  -0.624
F (4.019, -7.790, 4.421)  0.099
F (5.079, -6.268, 3.313)  0.123
F (3.342, -5.739, 4.513)  0.088
O (-1.285, 2.827, -3.428)  -0.019
H (-1.218, 3.021, -2.493)  0.048
H (-2.153, 3.145, -3.677)  0.057
O (-3.301, -1.611, 2.469)  -0.067
H (-3.753, -1.421, 3.291)  0.057
H (-3.767, -1.091, 1.814)  0.047
O (-5.794, -2.347, -1.341)  -0.054
H (-4.862, -2.477, -1.516)  -0.004
H (-6.187, -3.208, -1.483)  0.028
O (2.056, -1.762, 1.044)  -0.051
H (2.471, -1.125, 0.462)  -0.006
H (1.130, -1.519, 1.044)  -0.048
O (2.181, -0.041, 4.251)  -0.045
H (1.893, 0.481, 3.502)  -0.004
H (3.134, -0.078, 4.165)  0.054
O (-0.271, -1.483, 3.802)  -0.078
H (-0.612, -1.450, 4.696)  0.058
H (0.575, -1.038, 3.851)  0.001
O (0.531, 1.209, -4.332)  -0.063
H (-0.116, 1.749, -3.879)  -0.048
H (0.128, 0.343, -4.384)  -0.011
O (-3.688, -4.447, -0.022)  -0.043
H (-3.441, -4.674, 0.875)  0.031
H (-3.247, -3.614, -0.189)  -0.025
O (3.329, 0.708, -0.386)  -0.041
H (2.693, 1.130, -0.964)  0.015
H (3.951, 0.288, -0.979)  0.047
O (2.942, -2.212, -4.155)  -0.042
H (3.099, -3.080, -4.527)  0.028
H (2.218, -2.340, -3.543)  -0.008
O (-0.231, -1.240, -6.528)  -0.049
H (-0.118, -2.012, -5.974)  -0.017
H (-1.178, -1.109, -6.567)  0.028
O (-4.486, 1.788, -1.938)  -0.053
H (-3.993, 1.185, -2.496)  0.022
H (-3.842, 2.441, -1.663)  0.002